# 1
Here is a molecular structure, C29H26BF3N7PSZn in a non-equilibrium geometry from the Open Molecules 2025 dataset. Energies are from ωB97M-V/def2-TZVPD.

Summary:
Frontier orbital gap = 5.3 eV
E_LUMO = -1.559 eV
E_HOMO = -6.8 eV
Molecular weight = 668.8 g/mol

Cartesian coordinates (Å):
Zn1 0.4013 1.3013 0.0531
F1 -3.5837 2.6981 5.3052
C1 -3.4027 2.0723 4.1139
F2 -4.4088 2.4869 3.3296
F3 -3.5741 0.7605 4.3598
C2 -2.0354 2.3899 3.5685
C3 -1.2233 3.2078 4.3053
C4 0.0504 3.5080 3.8308
C5 0.4345 2.9532 2.6420
N1 -0.3145 2.1330 1.8865
C6 -1.6036 1.8408 2.3090
S1 -2.6523 0.8787 1.4181
H1 -1.5673 3.6243 5.2417
H2 0.7200 4.1528 4.3801
H3 1.4112 3.1875 2.2417
N2 -1.4909 -0.9551 -1.5296
P1 -0.3833 -1.0517 -0.2313
C7 0.7773 -2.4002 -0.6713
C8 0.5018 -3.4116 -1.5823
C9 1.3841 -4.4726 -1.7221
C10 2.5277 -4.5364 -0.9378
C11 2.7960 -3.5377 -0.0137
C12 1.9266 -2.4663 0.1126
C13 -1.2862 -2.0086 1.0245
C14 -2.3036 -2.8899 0.6829
C15 -2.9665 -3.5950 1.6768
C16 -2.6073 -3.4333 3.0056
C17 -1.5739 -2.5703 3.3442
C18 -0.9145 -1.8609 2.3573
C19 -0.4577 1.2669 -2.4518
C20 -0.5553 2.0391 -3.7534
C21 -1.4778 3.0132 -3.8428
C22 -2.2327 3.4233 -2.7024
C23 -1.8530 2.9394 -1.4796
N3 -0.9522 1.9702 -1.2958
H4 -2.3891 -0.7092 -1.1285
H5 -0.4008 -3.3661 -2.1786
H6 1.1688 -5.2585 -2.4353
H7 3.2115 -5.3682 -1.0494
H8 3.6842 -3.5907 0.6027
H9 2.1409 -1.6655 0.8135
H10 -2.5839 -3.0218 -0.3549
H11 -3.7728 -4.2669 1.4113
H12 -3.1344 -3.9774 3.7785
H13 -1.2995 -2.4335 4.3823
H14 -0.1227 -1.1640 2.6124
H15 0.0926 1.7442 -4.5687
H16 -1.5995 3.5470 -4.7779
H17 -2.9752 4.2026 -2.7809
H18 -2.2625 3.3597 -0.5672
B1 3.0313 -0.0797 -2.1564
N4 1.5719 0.1186 -2.6509
C24 1.0105 -0.7436 -3.5982
C25 -0.3117 -0.9126 -3.6307
C26 -1.1911 -0.1247 -2.6921
N5 0.8935 0.9907 -2.0781
N6 3.3427 0.8928 -0.9834
C27 4.5543 1.4453 -0.8294
C28 4.5879 2.1446 0.3611
C29 3.3111 1.9717 0.8842
N7 2.5612 1.2167 0.0774
H19 3.1469 -1.2223 -1.8159
H20 3.7494 0.1733 -3.0862
H21 1.7175 -1.3217 -4.1740
H22 -0.7580 -1.7065 -4.2145
H23 -2.1312 0.1360 -3.1733
H24 5.3273 1.2908 -1.5631
H25 5.4017 2.7179 0.7678
H26 2.9169 2.3233 1.8208

Cartesian forces, eV/Å:
-0.569 0.285 1.337
-0.069 -0.056 0.002
-0.093 -0.030 0.097
0.087 -0.055 0.076
-0.028 0.153 -0.016
0.158 0.069 -0.107
-0.115 -0.072 -0.034
0.239 0.123 0.004
0.204 0.052 -0.150
-0.372 -0.197 0.120
0.141 0.033 0.097
0.224 -0.122 -0.454
-0.008 -0.050 -0.021
0.015 0.018 -0.052
-0.108 0.066 0.023
-0.119 0.022 -0.003
0.055 -0.530 0.166
0.106 0.264 0.079
0.026 0.029 0.007
-0.067 0.017 -0.037
0.054 -0.037 -0.009
0.006 -0.002 0.053
-0.074 -0.043 -0.070
-0.139 0.192 0.036
0.034 0.032 -0.050
-0.047 -0.026 0.009
-0.002 -0.015 -0.014
0.051 -0.017 0.070
0.048 0.068 -0.137
-1.546 -0.141 -0.668
0.426 -0.147 -0.030
0.090 -0.010 0.245
-0.200 0.076 0.008
-0.177 0.028 0.027
0.612 -0.166 -0.308
-0.121 0.084 -0.035
-0.019 -0.024 0.017
0.023 0.002 0.003
-0.009 0.000 0.013
0.006 0.014 -0.021
0.041 -0.027 0.013
-0.023 -0.001 0.006
0.014 -0.005 -0.004
0.000 0.013 0.001
0.012 -0.005 -0.016
-0.066 0.021 0.082
-0.022 0.143 -0.037
0.001 -0.046 -0.040
0.017 -0.008 0.045
-0.006 -0.028 0.029
0.439 -0.195 0.276
-0.257 0.752 0.462
-0.451 -0.551 -0.781
0.068 0.047 0.264
0.393 0.160 0.286
0.946 -0.282 -0.643
-0.054 0.256 -0.268
0.060 0.047 0.141
-0.017 0.034 -0.065
0.170 -0.228 -0.009
-0.120 0.053 0.273
-0.080 -0.069 -0.130
0.035 0.071 -0.057
0.065 0.015 0.107
0.113 0.006 -0.105
-0.008 0.038 -0.016
-0.063 -0.017 -0.051
0.013 -0.051 0.023
0.059 -0.028 -0.063


# 2
Here is a molecular structure, C29H26BrN2O3PdS2 from the Open Molecules 2025 dataset. Energies are from ωB97M-V/def2-TZVPD.

Summary:
Net charge = -1
Frontier orbital gap = 6.8 eV
E_LUMO = 2.490 eV
E_HOMO = -4.3 eV
Molecular weight = 701.0 g/mol

Cartesian coordinates (Å):
Pd1 0.2167 0.0822 -0.1455
Br1 -1.2670 1.4866 1.5663
C1 -1.4290 -0.0797 2.6285
C2 -1.8332 0.0709 3.9197
C3 -2.0630 -1.0795 4.7066
C4 -1.9098 -2.3162 4.1557
C5 -1.4809 -2.4771 2.8122
C6 -1.3389 -3.7662 2.2479
C7 -0.9584 -3.9011 0.9477
C8 -0.6438 -2.7681 0.1647
C9 -0.7143 -1.4988 0.6641
C10 -1.1899 -1.3331 2.0106
H1 -1.9930 1.0605 4.3271
H2 -2.3841 -0.9669 5.7354
H3 -2.1246 -3.2078 4.7360
H4 -1.5385 -4.6332 2.8681
H5 -0.8611 -4.8889 0.5106
H6 -0.3203 -2.9253 -0.8513
C11 0.7630 4.4259 -4.9269
C12 -0.0241 4.6462 -3.6403
N1 -0.7601 3.4485 -3.2306
C13 -2.1745 3.4162 -3.5723
C14 -3.0386 4.0725 -2.5040
C15 -0.1331 2.4460 -2.5483
S1 -1.0051 1.0096 -2.1680
N2 1.1661 2.6621 -2.3367
C16 1.8987 2.2739 -1.3076
O1 1.4982 1.9006 -0.1695
C17 3.3829 2.4476 -1.4893
C18 3.8990 3.3356 -2.4276
C19 5.2710 3.5232 -2.5359
C20 6.1364 2.8149 -1.7116
C21 5.6245 1.9213 -0.7784
C22 4.2520 1.7449 -0.6617
H7 1.3020 5.3342 -5.2137
H8 0.0928 4.1484 -5.7449
H9 1.4821 3.6205 -4.7788
H10 -0.7573 5.4430 -3.7815
H11 0.6459 4.9442 -2.8380
H12 -2.4752 2.3814 -3.7019
H13 -2.2939 3.9285 -4.5311
H14 -2.9108 3.5405 -1.5598
H15 -4.0948 4.0349 -2.7848
H16 -2.7575 5.1189 -2.3557
H17 3.2112 3.8798 -3.0630
H18 5.6670 4.2222 -3.2635
H19 7.2077 2.9599 -1.7950
H20 6.2960 1.3600 -0.1394
H21 3.8376 1.0564 0.0610
O2 0.7357 -4.9044 -6.1566
C23 1.3562 -5.2994 -5.0136
O3 1.7747 -6.4228 -4.9468
C24 1.4782 -4.2797 -3.9387
C25 2.4015 -4.4999 -2.9225
C26 2.5883 -3.5682 -1.9171
C27 1.8540 -2.3717 -1.8834
S2 2.1987 -1.1883 -0.6458
C28 0.8959 -2.1749 -2.8902
C29 0.7184 -3.1096 -3.8944
H22 0.5521 -3.9589 -6.1057
H23 2.9754 -5.4184 -2.9392
H24 3.3108 -3.7516 -1.1302
H25 0.2912 -1.2772 -2.8631
H26 -0.0601 -2.9183 -4.6296

Cartesian forces, eV/Å:
0.508 -0.414 0.605
0.106 -0.051 0.033
-0.035 0.052 -0.029
-0.057 -0.107 0.110
-0.016 0.092 -0.014
0.014 -0.037 -0.053
-0.009 0.071 -0.045
-0.027 -0.024 0.108
-0.031 0.020 -0.128
-0.286 -0.202 0.014
0.650 0.558 -0.062
-0.161 -0.178 0.017
-0.005 -0.033 -0.009
0.010 -0.004 -0.033
0.045 0.031 -0.015
-0.018 0.016 -0.017
0.005 0.032 -0.010
0.075 -0.048 -0.047
-0.025 -0.013 -0.009
-0.013 -0.154 0.029
0.098 0.005 0.069
0.069 -0.034 -0.006
0.010 0.008 0.033
-0.221 -0.003 0.022
-0.314 0.421 -0.399
0.068 0.000 -0.208
-0.121 0.129 0.313
0.013 -0.245 -0.735
-0.045 0.071 0.112
0.061 -0.009 -0.056
-0.047 -0.033 0.007
-0.036 -0.025 0.018
-0.055 0.015 -0.039
0.090 0.032 0.019
-0.052 -0.056 0.021
0.041 0.017 0.017
-0.016 0.018 -0.024
-0.006 0.004 0.055
0.029 0.032 0.043
0.003 -0.062 -0.041
0.007 -0.012 -0.011
-0.024 0.014 -0.025
0.061 0.013 0.015
-0.022 -0.041 0.001
0.025 -0.023 0.023
-0.019 -0.007 0.012
-0.028 -0.009 -0.006
-0.022 0.011 -0.013
0.002 0.018 0.002
-0.049 0.088 -0.047
-0.044 0.136 0.047
0.084 -0.159 0.081
-0.051 -0.020 -0.099
0.163 0.010 0.159
0.012 -0.024 -0.022
0.029 0.025 -0.140
-0.358 -0.032 0.371
0.006 -0.036 -0.005
-0.079 0.093 0.022
-0.009 -0.008 -0.003
-0.004 0.022 0.011
-0.024 -0.004 -0.041
0.011 0.030 -0.034
0.031 0.024 0.035


# 3
Here is a molecular structure, C29H26CoN8O3S from the Open Molecules 2025 dataset. Energies are from ωB97M-V/def2-TZVPD.

Summary:
Net charge = +1
Frontier orbital gap (spin up / spin down) = 6.4 / 6.4 eV
E_LUMO (spin up / spin down) = -4.272 / -4.274 eV
E_HOMO (spin up / spin down) = -10.7 / -10.7 eV
Molecular weight = 625.6 g/mol

Cartesian coordinates (Å):
Co1 -1.5781 -0.4308 -0.2415
N1 2.6967 0.7284 6.1891
C1 1.5381 0.6203 5.4786
C2 0.7282 -0.5196 5.6008
C3 -0.4321 -0.6382 4.8680
C4 -0.8046 0.3773 3.9901
C5 -0.0194 1.5210 3.8694
C6 1.1419 1.6419 4.5997
S1 -2.2690 0.2146 3.0573
O1 -3.1966 -0.5853 3.7910
O2 -2.6344 1.5286 2.5894
N2 -1.9027 -0.6034 1.6722
C7 -1.5832 -1.9231 1.6328
N3 -1.3060 -2.7457 2.6312
C8 -0.9285 -3.9658 2.2547
C9 -0.7720 -4.3691 0.9275
C10 -1.0233 -3.4289 -0.0486
N4 -1.4727 -2.2337 0.3194
H1 2.8938 0.0738 6.9236
H2 3.1840 1.6048 6.2229
H3 1.0139 -1.3051 6.2891
H4 -1.0623 -1.5103 4.9685
H5 -0.3325 2.3202 3.2105
H6 1.7483 2.5347 4.5109
H7 -0.7072 -4.6605 3.0570
H8 -0.4471 -5.3670 0.6791
H9 -0.8947 -3.6079 -1.1084
N5 5.6879 -0.6385 -7.3816
C11 4.8664 -0.6247 -6.5795
C12 3.8372 -0.6074 -5.5746
C13 3.6683 0.5209 -4.7760
C14 2.6838 0.5307 -3.8045
C15 1.8530 -0.5746 -3.6349
C16 2.0219 -1.6959 -4.4438
C17 3.0157 -1.7188 -5.4063
C18 0.7873 -0.5528 -2.6035
C19 -0.5303 -0.7108 -3.0092
C20 -1.0686 -0.8445 -4.3145
C21 -2.4327 -0.9666 -4.1781
C22 -2.7015 -0.8902 -2.7975
N6 -1.5768 -0.7456 -2.1041
C23 1.1605 -0.3871 -1.2649
C24 2.4732 -0.3474 -0.7489
C25 2.3785 -0.2290 0.6232
C26 1.0141 -0.2039 0.9263
N7 0.2778 -0.2819 -0.1899
H10 4.3072 1.3810 -4.9205
H11 2.5467 1.4053 -3.1820
H12 1.3813 -2.5575 -4.3083
H13 3.1592 -2.5915 -6.0280
H14 -0.4988 -0.8387 -5.2289
H15 -3.1658 -1.0862 -4.9577
H16 -3.6631 -0.9252 -2.3052
H17 3.3704 -0.4107 -1.3419
H18 3.1795 -0.1705 1.3409
H19 0.5606 -0.1316 1.8995
C27 -1.3321 3.6844 -0.4794
N8 -2.6123 3.3477 0.1330
C28 -3.2954 4.3246 0.9780
C29 -3.0432 2.1180 0.0820
O3 -2.4549 1.2206 -0.5857
H20 -1.2503 4.7651 -0.5441
H21 -1.2790 3.2501 -1.4749
H22 -0.5072 3.2939 0.1195
H23 -3.1660 5.3149 0.5498
H24 -2.8844 4.2984 1.9866
H25 -4.3573 4.0951 1.0178
H26 -3.9893 1.9096 0.5777

Cartesian forces, eV/Å:
-0.152 -0.103 -0.193
0.073 -0.044 -0.038
-0.055 0.026 -0.013
0.002 0.015 -0.010
0.006 -0.017 0.009
0.041 -0.037 -0.029
-0.007 0.015 -0.053
0.021 -0.025 0.034
-0.056 0.060 0.063
-0.033 0.035 -0.022
0.008 0.023 -0.036
0.102 -0.139 0.068
0.026 0.190 0.204
-0.125 -0.166 -0.131
0.020 0.002 -0.036
-0.028 -0.004 0.031
-0.136 0.019 0.012
0.439 -0.001 0.014
-0.012 0.014 0.022
-0.016 0.015 0.021
0.002 0.002 0.004
0.006 0.009 0.015
-0.010 -0.017 -0.004
-0.005 0.002 0.003
-0.016 0.008 0.013
0.012 0.005 -0.002
0.018 0.007 -0.003
-0.001 0.000 0.003
0.010 0.001 -0.013
-0.006 -0.006 0.004
-0.008 -0.001 0.005
0.010 -0.002 -0.009
-0.003 0.004 0.005
0.008 0.004 -0.010
-0.003 0.007 0.008
-0.035 -0.006 -0.020
0.063 -0.041 0.064
-0.027 -0.004 -0.012
0.016 -0.007 -0.024
0.029 -0.016 0.039
-0.139 0.068 0.000
-0.021 0.040 0.018
0.000 0.012 -0.003
0.005 0.002 -0.008
-0.035 0.055 0.048
-0.045 -0.025 -0.097
0.001 -0.001 -0.001
-0.001 0.000 -0.001
0.003 0.000 0.002
0.001 0.000 -0.001
-0.006 0.000 -0.001
0.002 0.000 -0.001
-0.006 0.012 -0.008
0.003 -0.005 0.010
0.000 -0.002 -0.004
-0.029 0.011 0.032
0.063 0.009 0.059
0.005 -0.005 0.045
0.049 -0.006 0.009
-0.135 -0.060 -0.167
0.088 0.032 0.076
-0.002 0.003 -0.012
0.001 -0.005 0.004
0.003 0.011 0.000
-0.024 0.004 -0.012
0.007 0.034 0.006
0.013 -0.027 0.037
0.016 0.014 -0.016


Number 1: total energy -4347.3174 Eh. Number 2: total energy -4954.3344 Eh. Number 3: total energy -3565.2279 Eh.